Entry 1:
C21H32N5O6PPtS2Te as an isolated structure. Source: the OMol25 dataset; level of theory: ωB97M-V/def2-TZVPD.

The geometry in XYZ format:
```
69
Properties=species:S:1:pos:R:3
Pt -0.737 -0.179 0.632
C -3.414 0.616 4.176
C -2.752 0.432 2.849
N -1.492 0.332 2.693
O -0.706 0.363 3.810
C -3.557 0.261 1.620
C -5.034 0.452 1.580
N -2.920 -0.177 0.601
O -3.461 -0.443 -0.545
H -2.730 0.350 4.976
H -4.306 -0.008 4.233
H -3.712 1.659 4.307
H 0.127 -0.008 3.452
H -5.349 1.229 2.277
H -5.539 -0.484 1.837
H -5.329 0.728 0.569
C 3.334 1.366 -3.194
C 2.416 0.219 -2.795
N 2.841 -0.429 -1.554
C 3.888 -1.448 -1.689
C 3.325 -2.862 -1.731
C 2.320 -0.149 -0.352
S 1.174 1.163 -0.204
N 2.808 -0.835 0.674
C 2.212 -0.945 1.847
O 0.975 -0.827 2.080
C 3.088 -1.349 2.997
C 4.345 -1.902 2.764
C 5.156 -2.270 3.827
C 4.723 -2.076 5.133
C 3.471 -1.526 5.371
C 2.654 -1.173 4.307
H 2.984 1.820 -4.124
H 4.361 1.024 -3.350
H 3.342 2.130 -2.414
H 2.407 -0.550 -3.571
H 1.400 0.581 -2.672
H 4.581 -1.339 -0.860
H 4.421 -1.230 -2.613
H 2.847 -3.107 -0.783
H 4.127 -3.580 -1.915
H 2.586 -2.963 -2.530
H 4.673 -2.045 1.743
H 6.128 -2.708 3.638
H 5.359 -2.355 5.964
H 3.126 -1.376 6.386
H 1.675 -0.759 4.504
C 0.250 3.673 -2.857
C -0.787 2.895 -3.636
O -0.871 1.524 -3.161
P -1.924 1.152 -2.005
O -1.729 1.910 -0.743
Te -1.333 -1.213 -1.907
O -3.332 1.520 -2.632
C -3.916 0.794 -3.737
C -5.417 0.868 -3.595
H 0.347 4.674 -3.283
H 1.222 3.176 -2.902
H -0.042 3.759 -1.810
H -0.524 2.823 -4.689
H -1.766 3.370 -3.563
H -3.584 -0.244 -3.722
H -3.573 1.248 -4.668
H -5.715 0.458 -2.630
H -5.890 0.286 -4.388
H -5.762 1.900 -3.663
S -1.162 -2.743 1.186
C -2.649 -2.727 1.957
N -3.675 -2.726 2.498
```

Values from the calculation:
- Gap between HOMO and LUMO (alpha / beta): 7.49 / 6.27 eV
- Net charge: 0
- ⟨S²⟩: 6.0245
- Highest occupied orbital energy (alpha / beta): -7.38 / -8.27 eV
- 2S+1: 5

Here are the Mulliken charges for atoms 1 to 2, given in e:
1. Pt 0.586
2. C -1.708

=====

Entry 2:
One molecule with the formula C21H32N6S. Source: the OMol25 dataset; level of theory: ωB97M-V/def2-TZVPD.

The geometry in XYZ format:
```
60
Properties=species:S:1:pos:R:3
C -7.913 -1.954 0.917
H -8.457 -2.510 1.676
H -8.575 -1.211 0.482
H -7.611 -2.651 0.139
C -6.712 -1.261 1.551
N -6.103 -0.297 0.650
C -5.361 -0.921 -0.429
H -6.013 -1.622 -0.952
C -4.892 0.155 -1.414
N -4.062 1.122 -0.739
C -2.701 1.125 -0.741
N -2.108 1.824 0.210
C -0.772 1.944 0.210
C -0.174 2.723 1.224
C 1.179 2.886 1.272
C 2.014 2.280 0.310
C 1.453 1.529 -0.701
C 0.063 1.338 -0.766
C -0.583 0.575 -1.782
C -1.944 0.478 -1.761
H -2.440 -0.085 -2.536
C 0.215 -0.100 -2.855
H -0.439 -0.637 -3.538
H 0.919 -0.808 -2.421
H 0.782 0.635 -3.425
H 2.079 1.121 -1.479
N 3.388 2.522 0.407
C 4.449 1.770 0.012
N 4.222 0.494 -0.376
H 3.352 0.080 -0.068
C 5.300 -0.418 -0.673
C 5.941 -1.000 0.596
N 7.046 -1.877 0.261
C 8.063 -1.904 1.292
H 8.895 -2.517 0.949
H 7.697 -2.313 2.246
H 8.427 -0.892 1.459
C 6.607 -3.214 -0.076
H 6.128 -3.730 0.773
H 5.898 -3.171 -0.900
H 7.467 -3.800 -0.396
H 6.326 -0.161 1.178
H 5.171 -1.513 1.202
H 4.901 -1.210 -1.309
H 6.067 0.130 -1.224
S 5.952 2.460 0.035
H 3.655 3.410 0.813
H 1.632 3.488 2.047
H -0.820 3.187 1.952
C -4.773 1.725 0.367
H -4.102 2.423 0.863
C -5.247 0.650 1.345
H -5.821 1.118 2.147
H -4.364 0.155 1.788
H -5.642 2.254 -0.035
H -4.369 -0.308 -2.248
H -5.772 0.680 -1.802
H -4.480 -1.474 -0.050
H -7.056 -0.707 2.428
H -5.981 -2.015 1.896
```

Values from the calculation:
- Gap between HOMO and LUMO: 7.74 eV
- SMILES: CCN1CCN(c2cc(C)c3cc(NC(=S)NCCN(C)C)ccc3n2)CC1
- Net charge: 0
- Highest occupied orbital energy: -7.43 eV

Here are the Mulliken charges for atoms 1 to 2, given in e:
1. C -1.291
2. H 0.420

=====

Calculated values (kcal per mole) of ΔE to the lowest compared entry with this formula, charge and spin for the records, taken in order: 6.6, 0.0.